Record 1
74
Properties=species:S:1:pos:R:3:forces:R:3 method="wB97M-V/def2-TZVPD" spin_multiplicity=3 charge=+2 homo_ev="-12.038 / -12.333" relative_energy_kj_mol=81.3
Au -1.5966 -0.8182 0.3545 0.288 1.384 -0.033
N -2.0094 -1.1821 -4.3330 0.039 0.045 -0.141
C -1.7507 -0.7348 -3.1032 -0.106 -0.133 0.167
N -2.1206 -1.3258 -2.0123 -0.059 -0.170 -0.175
C -2.8501 -2.5090 -2.0887 0.088 0.142 0.623
N -3.2284 -3.1857 -1.0455 -0.760 -1.006 -0.733
N -2.8654 -2.7445 0.1596 0.526 0.701 0.540
C -3.3091 -3.2768 1.2254 -0.281 -0.329 -0.676
C -2.8864 -2.7494 2.5222 0.215 0.270 0.569
C -3.3525 -3.3207 3.7037 -0.022 -0.011 -0.228
C -2.9369 -2.8007 4.9167 0.066 0.088 0.061
C -2.0696 -1.7187 4.9245 -0.053 -0.047 0.024
C -1.6547 -1.2003 3.7081 -0.023 -0.083 0.055
N -2.0455 -1.7009 2.5435 -0.211 -0.235 0.103
C -3.2260 -3.0170 -3.3990 0.074 0.095 -0.379
C -4.0135 -4.1593 -3.5732 0.032 0.011 -0.021
C -4.3198 -4.5998 -4.8417 -0.041 -0.047 0.046
C -3.8445 -3.9147 -5.9607 0.023 0.035 0.013
C -3.0680 -2.7848 -5.8122 0.024 0.055 -0.086
C -2.7674 -2.3341 -4.5317 -0.220 -0.318 0.210
H -1.6831 -0.6790 -5.1423 0.028 0.109 0.038
H -1.1982 0.1957 -3.0265 0.010 0.006 -0.079
H -4.0057 -4.1139 1.1962 0.010 0.008 -0.015
H -4.0363 -4.1581 3.6580 0.019 -0.016 0.011
H -3.2835 -3.2294 5.8472 -0.021 -0.015 -0.014
H -1.7275 -1.2805 5.8514 0.008 -0.002 -0.010
H -0.9794 -0.3531 3.6623 -0.016 -0.002 0.006
H -4.3698 -4.6792 -2.6960 0.009 0.005 0.002
H -4.9324 -5.4810 -4.9722 0.006 0.002 -0.004
H -4.0908 -4.2680 -6.9526 0.017 0.006 -0.006
H -2.6983 -2.2490 -6.6783 -0.017 0.000 0.003
Cl 8.5748 3.9790 2.2746 0.089 0.049 0.011
C 7.1406 3.3028 1.6177 -0.221 -0.065 0.020
C 6.0370 3.0992 2.4338 0.092 0.083 0.077
C 4.8930 2.5411 1.8914 -0.069 0.019 -0.054
C 4.8187 2.1750 0.5511 -0.108 0.017 -0.258
C 3.5559 1.5071 0.0478 0.217 -0.285 0.125
C 3.7864 0.0266 -0.3723 -0.102 0.497 0.010
N 2.6707 -0.7866 0.0774 0.033 -0.101 -0.154
C 2.5822 -1.4812 1.2573 -0.119 -0.096 0.194
C 1.2702 -1.8266 1.3979 0.107 0.152 0.078
N 0.5604 -1.3332 0.3325 0.071 -0.268 -0.071
C 1.4354 -0.7349 -0.4497 -0.195 0.082 0.051
O 2.9663 2.2137 -1.0501 -0.091 0.141 -0.020
C 1.7026 2.8080 -0.8393 0.270 -0.202 -0.046
C 1.6759 3.8421 0.2519 -0.546 -0.536 0.215
C 2.5628 4.9353 0.3510 0.688 0.619 -0.148
Cl 3.7921 5.3023 -0.7158 -0.369 -0.132 0.312
S 2.2354 5.9623 1.7100 -0.122 -0.225 -0.041
C 0.9195 4.9527 2.1320 0.267 0.527 0.199
C 0.7444 3.8699 1.2790 0.134 -0.310 -0.539
C 5.9402 2.4026 -0.2528 -0.102 0.098 0.356
Cl 5.9250 2.0081 -1.9324 -0.003 -0.093 -0.148
C 7.0934 2.9626 0.2732 0.055 0.019 -0.083
H 6.0816 3.3696 3.4797 0.017 -0.007 -0.006
H 4.0313 2.3759 2.5310 0.034 -0.037 0.005
H 2.8528 1.4898 0.8879 -0.018 -0.013 0.005
H 4.7083 -0.3591 0.0549 -0.025 -0.068 0.032
H 3.8537 -0.0155 -1.4560 0.066 -0.069 -0.036
H 3.4372 -1.6809 1.8807 0.026 0.025 -0.063
H 0.7885 -2.3752 2.1890 0.037 -0.036 -0.025
H 1.2109 -0.2476 -1.3848 0.045 -0.011 0.000
H 0.9360 2.0566 -0.6222 -0.054 0.062 0.048
H 1.4524 3.2900 -1.7872 -0.059 -0.004 0.007
H 0.3211 5.2043 2.9970 -0.018 -0.043 -0.005
H -0.0486 3.1390 1.3838 0.003 0.051 0.031
H 7.9546 3.1269 -0.3596 -0.008 -0.007 -0.004
C -5.2356 1.4117 0.6820 0.058 0.053 -0.054
O -4.2261 0.3700 0.6994 -0.311 0.028 0.067
C -3.0048 0.7183 0.3661 0.802 -0.489 -0.059
O -2.6254 1.8208 0.0466 -0.242 0.043 0.084
H -6.1759 0.9091 0.8757 0.004 -0.019 0.011
H -5.2497 1.8963 -0.2913 -0.001 0.003 0.004
H -5.0250 2.1448 1.4573 0.017 0.000 0.001

---

Record 2
216
Properties=species:S:1:pos:R:3:forces:R:3 method="wB97M-V/def2-TZVPD" homo_ev=-9.251
C 15.2956 -6.1285 24.9181 1.590 1.013 -1.309
C 14.0366 -6.2612 25.2422 -1.492 -1.237 -0.642
C 13.1311 -7.0014 24.3104 -0.669 -0.764 -0.771
O 11.9424 -7.2068 24.5177 0.902 0.464 0.249
C 13.7431 -7.5930 23.0629 -0.348 -0.993 -0.349
C 15.0388 -7.4500 22.7823 -0.264 0.495 -0.967
C 15.8322 -6.4436 23.5489 -1.055 -1.097 0.014
O 16.7904 -5.8992 23.0660 0.467 0.249 0.242
H 16.0147 -5.5654 25.4650 0.257 0.302 0.894
H 13.5760 -5.9910 26.1603 -0.088 0.480 0.793
H 13.0978 -8.2414 22.3907 0.618 1.021 1.121
H 15.4367 -7.8430 21.8306 0.046 0.184 0.727
C 10.5671 -7.1291 32.0603 -0.005 0.747 1.150
C 11.4061 -6.5406 31.2162 0.668 0.433 0.802
C 11.5547 -7.0776 29.8496 1.541 0.495 -1.690
O 12.5667 -6.7975 29.1929 -1.256 -0.303 0.767
C 10.5210 -7.9867 29.2843 -0.389 -0.594 1.470
C 9.7098 -8.5785 30.1946 1.154 0.192 -0.956
C 9.8733 -8.3338 31.6483 -0.413 -0.001 -1.007
O 9.4821 -9.1437 32.4470 -0.418 -0.551 0.686
H 10.3809 -6.8456 33.1128 0.490 -0.036 -0.675
H 12.1240 -5.7646 31.5569 -0.815 -0.387 -0.583
H 10.5930 -8.2681 28.2312 -0.148 0.252 0.357
H 9.0647 -9.4055 29.9814 -0.415 -0.200 -0.378
C 14.0715 -0.9677 30.6064 0.122 0.542 -0.442
C 13.4539 -2.0728 31.0116 -0.030 -0.129 0.587
C 11.9714 -2.1471 31.1747 -0.748 1.169 -0.665
O 11.3497 -3.1741 31.3699 0.575 0.230 0.153
C 11.2272 -0.8230 31.0003 2.025 0.094 -0.369
C 11.8479 0.2678 30.4983 -0.966 0.160 0.390
C 13.3044 0.2045 30.1078 -1.887 -1.077 0.794
O 13.7868 0.9968 29.3534 0.726 1.048 -0.678
H 15.1431 -0.8284 30.4458 -0.141 -0.649 0.224
H 14.0126 -2.9451 31.3105 0.033 -0.278 -0.102
H 10.2053 -0.8180 31.2812 -0.851 -0.048 0.088
H 11.2640 1.2182 30.3274 0.921 -1.164 -0.002
C 5.0388 -3.2432 23.7239 1.964 -0.987 0.778
C 3.9501 -2.5576 23.4746 -1.146 0.212 -1.685
C 3.1987 -2.7246 22.1636 1.127 -0.649 1.305
O 2.1096 -2.2426 22.0058 -0.292 0.208 -0.343
C 3.8916 -3.5596 21.1432 0.514 0.349 -0.203
C 5.0954 -4.1137 21.3526 -0.044 -0.372 -0.287
C 5.7457 -4.1274 22.6907 -1.115 1.264 -0.014
O 6.7881 -4.7157 22.8531 -0.062 0.107 0.582
H 5.5211 -3.1313 24.7028 0.013 -0.187 -0.427
H 3.5210 -1.8363 24.1363 -0.197 0.140 0.544
H 3.3913 -3.5357 20.1903 0.041 -0.277 -0.344
H 5.7208 -4.6268 20.6029 -0.733 0.230 0.144
C 7.8483 -5.1829 26.3471 -0.616 -0.865 0.955
C 7.8793 -3.8641 26.2791 1.467 0.198 -0.792
C 8.3722 -3.0610 27.4181 -0.913 1.720 -0.102
O 8.7231 -1.8813 27.3080 -0.309 -1.527 -0.052
C 8.2795 -3.7119 28.7349 0.709 -0.260 -0.432
C 8.1101 -5.0254 28.8459 0.067 -0.706 0.541
C 7.9529 -5.9422 27.6518 0.633 2.592 -0.393
O 8.0285 -7.1319 27.6953 -0.244 -1.096 0.212
H 7.7312 -5.7696 25.4636 -0.150 -0.408 -0.484
H 7.9349 -3.4518 25.2751 -0.298 0.417 0.179
H 8.5353 -3.0822 29.5643 -0.055 0.141 0.450
H 8.2136 -5.4725 29.8360 -0.253 -0.170 -0.286
C 17.9972 1.0139 31.1633 2.107 -2.509 -0.984
C 18.2860 1.1548 29.6180 -2.105 -0.297 2.309
C 17.1818 0.2273 29.0818 -0.745 0.673 0.804
O 17.1522 -0.8983 30.0339 -0.227 0.526 -1.675
C 17.6216 -0.4915 31.2901 2.075 -0.002 -0.214
H 17.1673 1.6039 31.3760 -1.129 1.344 0.864
H 18.9115 1.1290 31.7678 -0.656 0.753 -0.025
H 19.1731 0.6871 29.3519 1.978 -0.779 -0.260
H 18.3653 2.2042 29.3727 -0.554 0.157 -0.542
H 17.5078 -0.1170 28.1128 -0.486 -0.595 -0.298
H 16.1369 0.6760 29.0660 1.316 -0.353 -0.217
H 18.5201 -1.1207 31.5615 -0.360 0.700 -0.504
H 16.9424 -0.8079 32.0468 -1.091 0.467 0.643
C 18.6041 0.0409 24.8050 -0.320 1.392 -1.071
C 18.1002 -1.3537 24.4422 0.059 -0.754 0.568
C 19.0632 -2.2416 25.1971 0.255 3.163 0.382
O 19.1783 -1.5187 26.4439 0.995 -0.682 -0.300
C 19.4384 -0.1714 26.0767 -0.217 0.077 0.065
H 17.7461 0.6615 25.0492 -0.138 0.196 0.014
H 19.1225 0.6139 23.9685 -0.344 -1.039 1.012
H 18.0940 -1.6612 23.4207 -0.094 0.310 -0.987
H 17.1209 -1.6050 24.8728 -0.020 0.550 -0.209
H 20.0085 -2.2541 24.6837 0.675 -0.406 -0.110
H 18.6483 -3.1574 25.3715 -0.647 -2.641 0.606
H 20.5014 0.1143 25.9401 -0.261 -0.668 0.002
H 19.0689 0.3886 26.9257 0.019 0.506 0.005
C 17.5034 -3.8314 28.9578 -1.128 2.333 0.445
C 17.6231 -5.2419 28.5524 -0.533 -1.142 0.149
C 16.1557 -5.6598 28.3232 0.141 2.414 1.201
O 15.5605 -4.4342 27.7198 0.333 -1.508 0.078
C 16.4010 -3.2957 27.9746 0.324 -0.877 0.438
H 18.4218 -3.2049 28.9800 -0.606 -0.553 -0.186
H 17.0407 -3.7965 29.9505 0.191 0.212 0.142
H 18.0423 -5.8753 29.3329 0.377 -0.049 -0.138
H 18.2267 -5.2285 27.6649 0.263 -0.749 -0.682
H 15.6744 -5.8520 29.3388 0.341 0.218 -1.347
H 16.0095 -6.5020 27.6900 -0.228 -0.543 -0.631
H 15.7197 -2.5550 28.3561 0.110 0.565 0.635
H 16.8043 -2.8776 27.0501 0.233 -0.289 -0.200
C 9.1287 -9.9083 23.6167 1.089 0.730 0.161
C 7.7337 -9.9978 24.1976 -0.797 -0.035 -1.494
C 7.9497 -10.5677 25.5270 -0.648 -1.978 1.209
O 9.0995 -11.4216 25.4583 -0.250 -0.008 0.016
C 10.0289 -10.7947 24.6098 -0.722 1.536 -1.069
H 9.4536 -8.8535 23.6681 0.144 -0.436 0.023
H 9.1260 -10.1543 22.5515 0.318 -0.395 0.230
H 7.1064 -10.6984 23.6431 0.065 0.122 -0.318
H 7.2088 -9.0350 24.2238 0.156 -0.193 0.037
H 7.0964 -11.2222 25.8331 0.708 0.643 0.130
H 8.1063 -9.7762 26.2139 0.239 0.697 1.200
H 10.6453 -11.5194 24.0995 -0.015 -0.407 -0.104
H 10.7040 -10.1142 25.1586 -0.248 -0.176 0.007
C 17.3684 -2.4399 34.1072 0.411 -1.661 -0.858
C 16.0991 -2.9627 33.4467 -1.253 -0.259 -0.867
C 15.9418 -4.3735 34.0014 -1.026 0.554 0.284
O 16.6414 -4.4536 35.2203 0.164 0.322 -0.136
C 17.4179 -3.2629 35.3956 -1.366 0.517 1.035
H 17.3818 -1.3952 34.3185 0.018 0.763 -0.051
H 18.1989 -2.7235 33.4370 -0.009 0.349 0.442
H 15.9727 -2.9941 32.3031 0.744 0.352 1.651
H 15.2228 -2.4664 33.8341 -0.220 0.825 -0.039
H 16.3155 -5.0653 33.3035 0.604 -1.280 -0.805
H 14.8676 -4.5810 34.1707 0.438 -0.122 -0.020
H 18.3924 -3.5982 35.6652 0.892 0.095 0.294
H 16.9524 -2.6855 36.2571 0.657 -0.511 -0.861
C 15.6122 -2.5546 20.9373 0.649 0.749 0.741
C 14.8095 -1.7483 22.0541 2.732 0.702 -0.165
C 14.0749 -2.8088 22.8124 -2.538 0.271 -0.532
O 14.2507 -4.0052 22.0965 -0.152 -0.916 0.690
C 14.6604 -3.7050 20.8049 0.168 -1.220 -1.386
H 16.6166 -2.8847 21.3057 -0.921 0.078 0.132
H 15.8702 -2.0102 20.0136 -0.690 -0.035 0.304
H 14.2091 -0.9388 21.6812 -0.578 0.008 -0.529
H 15.5332 -1.2367 22.7086 -0.095 -0.160 -0.114
H 12.9573 -2.5422 22.8432 1.307 -0.407 0.209
H 14.4325 -3.0105 23.7944 0.246 0.183 0.946
H 13.7963 -3.4112 20.1962 -0.050 -0.034 -0.128
H 15.0699 -4.6600 20.4069 -0.066 0.741 -0.001
C 14.6131 -7.3753 32.0302 -0.788 0.513 -0.155
C 16.0731 -7.3453 31.7064 1.199 0.118 -1.201
C 16.2178 -8.6276 30.8482 0.109 -0.815 -0.228
O 15.1284 -9.5100 31.2222 0.376 1.210 0.574
C 14.4374 -8.8252 32.3159 -1.089 -1.692 -2.265
H 14.0003 -7.0649 31.1244 0.777 -0.341 1.162
H 14.3375 -6.8184 32.9159 -0.120 0.526 0.071
H 16.7862 -7.4509 32.5441 -0.769 0.058 0.075
H 16.4070 -6.4466 31.1758 -0.162 -0.104 -0.035
H 17.1711 -9.0692 31.1411 0.065 -0.377 -0.227
H 16.1882 -8.5949 29.7351 0.029 0.647 0.722
H 14.8820 -9.1646 33.2176 0.318 -0.015 1.201
H 13.4048 -9.1962 32.2278 0.209 0.249 0.374
C 14.4977 0.9893 25.2215 0.184 -0.498 0.366
C 15.0781 2.3061 25.7779 -0.582 -0.403 0.792
C 13.7800 3.1472 25.7459 -0.313 -0.159 1.234
O 13.0174 2.7326 24.6266 0.306 0.677 0.066
C 13.4126 1.4134 24.2723 -1.138 0.186 -0.235
H 14.0448 0.4582 26.0555 -0.095 -0.080 0.201
H 15.1165 0.2469 24.7151 0.578 0.317 0.158
H 15.9308 2.7113 25.2348 -0.268 0.151 -0.350
H 15.3931 2.2127 26.8395 -0.084 -0.142 -0.632
H 13.9753 4.2217 25.7329 -0.166 -0.047 -0.284
H 13.1450 2.9288 26.6676 0.961 0.256 -0.728
H 13.7375 1.4759 23.2384 0.206 -0.300 -0.294
H 12.5091 0.7819 24.3414 0.456 -0.060 -0.125
C 12.5697 -2.6501 26.1988 0.058 0.369 -0.056
C 12.3424 -2.5143 27.7265 -0.559 0.541 -0.387
C 11.8011 -3.8943 27.9472 -0.252 -0.061 -0.077
O 10.8663 -4.1427 26.9123 0.462 -0.293 -0.714
C 11.3268 -3.4258 25.7283 0.123 -0.557 1.046
H 13.5113 -3.2370 26.1288 -0.591 0.156 -0.350
H 12.6912 -1.7189 25.6284 -0.032 -0.146 0.248
H 11.6207 -1.7542 28.0948 0.265 -0.181 -0.715
H 13.2784 -2.3534 28.2358 0.360 -0.021 0.186
H 11.2515 -4.0571 28.8388 -0.295 -0.043 1.179
H 12.6262 -4.5731 27.8990 0.557 -0.820 0.036
H 10.4808 -2.8030 25.5490 -0.235 0.965 -0.676
H 11.4515 -4.1052 24.8758 0.256 0.005 0.262
C 9.9980 2.3955 26.0640 -0.608 -0.753 -0.790
C 8.5994 2.5091 26.6803 -0.893 1.080 0.112
C 8.6231 1.9299 28.0718 1.972 -0.589 0.910
O 10.0117 1.4647 28.2284 -1.168 0.405 0.354
C 10.5456 1.2923 26.9227 1.036 -1.448 1.077
H 10.6002 3.2955 26.0205 -0.007 0.177 0.484
H 9.9138 2.0560 25.0177 0.079 0.113 0.320
H 7.8853 1.9051 26.1568 -0.337 -0.060 -0.848
H 8.2095 3.5282 26.7594 0.092 -0.045 -0.448
H 7.8958 1.1044 28.2154 0.484 0.331 -0.024
H 8.5513 2.6642 28.8724 -0.531 0.040 -0.041
H 10.2148 0.2661 26.6334 0.350 0.634 -0.549
H 11.6380 1.2882 27.1100 -0.416 -0.020 -0.585
C 9.5175 -5.9607 20.7179 -1.691 -1.559 0.698
C 10.8228 -6.6309 21.2025 -0.387 1.119 -0.090
C 11.4372 -5.4142 21.8761 -1.003 -0.583 -0.043
O 11.2353 -4.3727 20.9483 -1.008 0.456 -0.005
C 9.8383 -4.5089 20.5841 1.493 1.099 -1.776
H 8.7962 -5.9971 21.5586 0.037 -0.482 -0.538
H 9.0517 -6.4540 19.8156 0.556 0.643 0.918
H 11.3924 -6.8368 20.3305 0.768 -0.742 -0.694
H 10.6914 -7.4788 21.8673 -0.070 -0.110 -0.113
H 12.4566 -5.4039 22.1229 1.405 -0.288 0.170
H 10.8545 -5.3214 22.7917 -0.114 0.704 0.430
H 9.6833 -4.0854 19.5860 0.513 -0.395 -0.298
H 9.2505 -3.8242 21.1452 -0.673 0.212 1.343
C 9.4216 0.5981 22.0046 -0.460 1.244 0.668
C 8.5013 -0.4315 22.7296 -0.419 -1.950 -1.847
C 9.4867 -1.4496 23.4784 -0.280 2.516 -3.645
O 10.7344 -0.7213 23.3553 0.617 -1.291 1.808
C 10.8347 0.0428 22.1874 -1.081 0.071 0.068
H 9.4530 1.5733 22.5353 -0.479 -0.412 -0.342
H 9.0902 0.7801 20.9540 0.436 -0.173 0.825
H 8.0184 -1.0036 21.8462 0.313 0.680 1.568
H 7.6802 -0.1040 23.3951 0.643 0.346 -0.456
H 9.4580 -2.4040 22.8885 0.471 0.532 0.945
H 9.1810 -1.4931 24.4832 0.166 -0.490 1.339
H 11.1164 -0.5786 21.3809 0.372 -0.918 -1.218
H 11.6153 0.8066 22.2897 -0.343 -0.147 0.280

---

Record 3
32
Properties=species:S:1:pos:R:3:forces:R:3 method="wB97M-V/def2-TZVPD" homo_ev=-8.328 smiles="CCc1cccc([C@@H](C)CC)c1N=C=S" relative_energy_kj_mol=0.0
C 4.7365 1.3598 -0.2533 -0.674 -0.950 0.472
C 3.8405 0.4409 0.5987 1.640 1.613 1.100
C 2.4517 0.0673 0.2403 1.807 0.235 0.100
C 2.4312 -1.2268 -0.2233 -1.348 -0.352 -0.865
C 1.1662 -1.7257 -0.4724 0.801 -2.146 -1.193
C 0.0243 -1.0260 -0.1185 0.731 -4.440 -1.610
C 0.0427 0.1979 0.2961 -0.353 4.673 0.594
C -1.3237 0.8939 0.4890 1.019 0.493 0.424
C -2.2776 0.6807 -0.6513 0.397 1.341 -1.451
C -1.9879 0.3227 1.6943 -0.528 3.065 2.341
C -3.2836 1.0402 2.1665 0.012 -1.630 -1.358
C 1.3125 0.8319 0.4047 -1.221 -0.989 0.415
N 1.3284 2.1447 0.8097 1.615 2.844 1.729
C 1.9507 2.9329 1.5082 -1.819 -3.172 -2.121
S 2.6935 3.8633 2.4831 0.630 1.186 0.730
H 4.1974 2.2318 -0.5759 0.161 0.420 -0.529
H 5.5862 1.5994 0.3742 0.139 0.441 0.007
H 5.1127 0.6917 -1.0097 0.101 0.506 -1.064
H 4.5188 -0.4128 0.6950 -0.806 -0.407 0.284
H 3.8574 0.9045 1.5742 -0.305 0.082 0.628
H 3.4235 -1.6656 -0.4389 -1.155 -0.270 0.042
H 1.0294 -2.6687 -1.0549 0.190 0.599 0.898
H -0.8828 -1.5451 -0.2650 -1.039 -0.356 -0.176
H -1.0561 1.9765 0.5486 -0.636 -0.616 0.411
H -2.7386 -0.2771 -0.6462 0.209 -1.276 -0.200
H -3.1874 1.3146 -0.6518 0.941 0.337 0.032
H -1.6236 0.8603 -1.5240 -1.116 -0.240 -0.346
H -2.2861 -0.6471 1.6330 -0.514 -3.119 -1.150
H -1.3375 0.2823 2.5331 0.972 0.324 0.892
H -4.0377 0.8708 1.3578 0.277 0.507 0.829
H -3.1070 2.0693 2.3384 -0.060 1.132 0.154
H -3.6404 0.5507 3.0738 -0.067 0.164 -0.020

---

no.,molecular weight (g/mol)
1,893.0
2,1405.8
3,219.4